1.
Entry from the OMol25 dataset: 2 unconnected molecules or ions with the total composition C4H12O at a distorted geometry (ωB97M-V/def2-TZVPD).

Output
LUMO energy ... 0.94 eV
Frontier orbital gap ... 11.14 eV
M ... 76.14 g/mol
Spin multiplicity ... 1
Strongest force on any atom ... 2.1 eV/Å
Charge ... 0
SMILES ... CCO.CC
Energy above the lowest of the compared OMol25 structures with the same formula, charge and spin ... 20.7 kcal/mol
Highest occupied orbital energy ... -10.20 eV

XYZ file:
```
17
C4H12O, DFT ωB97M-V/def2-TZVPD
C 1.100 -1.193 -1.899
C 1.321 0.066 -1.080
O 2.689 0.539 -1.282
H 0.187 -1.157 -2.505
H 0.896 -2.003 -1.193
H 1.904 -1.362 -2.603
H 0.717 0.935 -1.368
H 1.117 0.004 -0.011
H 3.205 -0.259 -1.449
C -2.132 0.935 1.674
C -2.777 -0.214 2.477
H -1.392 1.452 2.282
H -1.588 0.452 0.847
H -2.735 1.713 1.227
H -2.045 -0.632 3.161
H -3.257 -0.970 1.863
H -3.554 0.294 3.063
```

Charges obtained by Löwdin population analysis, quoted in units of e:
1. C -0.085
2. C -0.295
3. O -0.107
4. H 0.073
5. H 0.074
6. H 0.071
7. H 0.106
8. H 0.096
9. H 0.063
10. C -0.173
11. C -0.162
12. H 0.059
13. H 0.048
14. H 0.055
15. H 0.059
16. H 0.057
17. H 0.060

2.
Entry from the OMol25 dataset: 3 unconnected molecules or ions with the total composition C3H9O4S at a distorted geometry (ωB97M-V/def2-TZVPD).

Output
LUMO energy ... 3.05 eV
Frontier orbital gap ... 7.90 eV
M ... 141.17 g/mol
Spin multiplicity ... 1
Strongest force on any atom ... 1.8 eV/Å
Charge ... -1
Energy above the lowest of the compared OMol25 structures with the same formula, charge and spin ... 6.7 kcal/mol
Highest occupied orbital energy ... -4.85 eV

XYZ file:
```
17
C3H9O4S, DFT ωB97M-V/def2-TZVPD
O 1.615 -1.252 0.786
C 1.284 -0.079 1.119
O 1.808 0.612 2.005
C 0.115 0.608 0.343
C -0.147 -0.123 -0.958
S -1.476 0.610 -1.952
H 0.470 1.614 0.127
H -0.749 0.591 0.981
H -0.489 -1.106 -0.753
H 0.755 -0.349 -1.524
H -0.816 1.278 -2.908
H 1.426 -3.873 -0.340
H 1.195 -2.358 -0.262
O 0.984 -3.169 -0.830
H -1.890 2.010 2.578
H -2.139 2.021 1.051
O -2.324 2.494 1.867
```

Charges obtained by Löwdin population analysis, quoted in units of e:
1. O -0.078
2. C -0.693
3. O -0.051
4. C -0.195
5. C -0.582
6. S 0.673
7. H 0.108
8. H 0.075
9. H 0.037
10. H 0.089
11. H -0.177
12. H 0.007
13. H -0.027
14. O -0.146
15. H 0.036
16. H -0.003
17. O -0.073

3.
Entry from the OMol25 dataset: a molecular structure, C10H6BF4NO2ReSbSe4 (ωB97M-V/def2-TZVPD).

Output
LUMO energy ... -10.17 eV
Frontier orbital gap ... 5.65 eV
M ... 882.77 g/mol
Spin multiplicity ... 1
Strongest force on any atom ... 0.5 eV/Å
Charge ... +2
Energy above the lowest of the compared OMol25 structures with the same formula, charge and spin ... 16.5 kcal/mol
Highest occupied orbital energy ... -15.82 eV

XYZ file:
```
30
C10H6BF4NO2ReSbSe4, DFT ωB97M-V/def2-TZVPD
Re 0.374 1.457 -0.900
O -2.117 3.505 1.503
C -1.492 2.650 0.978
O -0.622 2.828 -0.036
C -1.544 1.204 1.342
C -2.405 0.790 2.340
C -2.462 -0.551 2.619
C -1.629 -1.442 1.922
C -1.678 -2.828 2.196
C -0.859 -3.705 1.545
C 0.068 -3.205 0.617
C 0.149 -1.860 0.337
C -0.726 -0.947 0.940
N -0.729 0.406 0.636
H -3.012 1.535 2.834
H -3.134 -0.933 3.378
H -2.386 -3.175 2.938
H -0.903 -4.764 1.753
H 0.748 -3.885 0.120
H 0.943 -1.528 -0.309
Se 3.853 -2.333 -0.246
Sb 3.741 -0.750 -1.898
Se 0.352 -0.233 -2.354
Se 2.446 1.576 -0.136
Se 4.461 0.166 -3.856
F 0.272 2.747 -2.250
B 2.058 3.337 -4.014
F 1.870 4.612 -4.186
F 1.522 2.417 -4.795
F 2.841 2.907 -3.020
```

Charges obtained by Löwdin population analysis, quoted in units of e:
1. Re 0.956
2. O 0.244
3. C -0.475
4. O -0.202
5. C -0.151
6. C 0.066
7. C 0.087
8. C -0.117
9. C 0.026
10. C -0.013
11. C -0.023
12. C -0.115
13. C -0.181
14. N -0.024
15. H 0.150
16. H 0.149
17. H 0.139
18. H 0.131
19. H 0.118
20. H -0.057
21. Se 0.272
22. Sb 0.284
23. Se 0.529
24. Se 0.463
25. Se 0.357
26. F -0.421
27. B -0.917
28. F 0.325
29. F 0.259
30. F 0.142

4.
Entry from the OMol25 dataset: 2 unconnected molecules or ions with the total composition C3H10N2O at a distorted geometry (ωB97M-V/def2-TZVPD).

Output
LUMO energy ... 0.92 eV
Frontier orbital gap ... 9.50 eV
M ... 90.13 g/mol
Spin multiplicity ... 1
Strongest force on any atom ... 5.9 eV/Å
Charge ... 0
SMILES ... C=CO.NCN
Energy above the lowest of the compared OMol25 structures with the same formula, charge and spin ... 70.6 kcal/mol
Highest occupied orbital energy ... -8.58 eV

XYZ file:
```
16
C3H10N2O, DFT ωB97M-V/def2-TZVPD
C -1.952 1.028 -0.421
C -1.454 1.141 0.868
O -1.626 0.136 1.762
H -1.630 1.903 -0.955
H -2.383 0.086 -0.522
H -1.018 2.071 1.175
H -2.525 -0.266 1.536
N 0.677 -1.772 -0.149
C 1.429 -0.777 -1.038
N 1.921 0.277 -0.118
H 1.226 -2.142 0.640
H 0.002 -1.139 0.344
H 2.079 -1.424 -1.642
H 0.602 -0.345 -1.536
H 2.801 0.010 0.358
H 1.851 1.212 -0.302
```

Charges obtained by Löwdin population analysis, quoted in units of e:
1. C 0.011
2. C -0.287
3. O -0.046
4. H 0.049
5. H 0.039
6. H 0.098
7. H 0.140
8. N -0.044
9. C -0.297
10. N 0.003
11. H 0.049
12. H 0.029
13. H 0.098
14. H 0.069
15. H 0.078
16. H 0.010

5.
Entry from the OMol25 dataset: a molecular structure, C43H49Cl3N6O4P2SSn at a distorted geometry (ωB97M-V/def2-TZVPD).

Output
LUMO energy ... 0.32 eV
Frontier orbital gap ... 7.56 eV
M ... 1032.99 g/mol
Spin multiplicity ... 1
Strongest force on any atom ... 3.5 eV/Å
Charge ... 0
Highest occupied orbital energy ... -7.23 eV

XYZ file:
```
109
C43H49Cl3N6O4P2SSn, DFT ωB97M-V/def2-TZVPD
Sn 0.902 -1.210 -0.851
C 4.472 -2.055 -4.149
O 5.216 -2.532 -3.035
C 4.618 -3.619 -2.438
C 5.246 -4.850 -2.367
C 4.726 -5.895 -1.652
C 3.484 -5.718 -1.026
C 2.838 -4.513 -1.107
C 1.638 -4.321 -0.232
N 0.850 -3.328 -0.087
N -0.146 -3.657 0.876
C -1.068 -2.750 0.984
O -1.081 -1.713 0.213
C -2.005 -2.945 2.085
C -2.766 -1.859 2.475
C -3.607 -2.056 3.576
C -3.647 -3.259 4.286
C -2.921 -4.330 3.867
C -2.093 -4.169 2.753
C 3.332 -3.432 -1.868
O 2.760 -2.263 -1.933
H 5.195 -1.577 -4.839
H 3.716 -1.368 -3.910
H 4.085 -2.860 -4.765
H 6.272 -4.865 -2.732
H 5.324 -6.803 -1.635
H 3.087 -6.483 -0.398
H 1.465 -5.116 0.441
H -2.725 -0.990 1.865
H -4.131 -1.246 3.976
H -4.275 -3.375 5.125
H -2.978 -5.355 4.240
H -1.402 -4.916 2.484
C 4.485 -2.003 1.459
P 3.381 -0.560 1.464
C 4.387 0.736 0.613
C 3.339 -0.130 3.172
C 4.381 -0.417 4.161
C 4.224 -0.035 5.503
C 3.111 0.745 5.838
C 2.165 1.057 4.924
C 2.187 0.654 3.556
P 0.915 1.266 2.409
C 1.159 3.022 2.833
C -0.467 0.772 3.484
H 4.021 -2.810 2.021
H 5.483 -1.927 1.898
H 4.619 -2.274 0.415
H 5.378 0.915 1.097
H 3.862 1.687 0.482
H 4.621 0.242 -0.305
H 5.284 -0.953 3.819
H 4.918 -0.254 6.301
H 2.972 0.964 6.887
H 1.238 1.515 5.279
H 1.269 3.303 3.869
H 0.387 3.691 2.316
H 2.115 3.389 2.441
H -0.439 1.350 4.448
H -0.375 -0.306 3.645
H -1.400 0.850 2.938
N -0.116 -2.481 -2.605
C -0.504 -1.854 -3.894
C -1.913 -1.295 -3.732
N -2.063 -0.427 -2.490
H 0.579 -3.165 -2.773
H -0.914 -3.015 -2.245
H -0.562 -2.641 -4.644
H 0.180 -1.067 -4.197
H -2.660 -2.066 -3.722
H -2.143 -0.706 -4.603
H -2.289 -1.010 -1.669
H -2.831 0.184 -2.645
Cl -4.890 1.725 4.477
C -4.063 2.210 2.984
C -4.104 1.288 1.915
C -3.608 1.720 0.681
C -3.087 2.988 0.543
C -2.460 3.440 -0.782
C -0.930 3.280 -0.748
N -0.403 2.899 -2.073
C -0.893 3.178 -3.301
C -0.055 2.617 -4.186
N 0.967 1.968 -3.551
C 0.782 2.172 -2.276
O -2.712 4.788 -1.209
C -3.976 5.102 -1.830
C -4.142 4.672 -3.237
C -4.691 3.493 -3.529
Cl -5.469 2.570 -2.311
S -4.627 3.009 -5.210
C -3.772 4.520 -5.548
C -3.607 5.257 -4.426
C -2.981 3.852 1.641
Cl -2.198 5.382 1.451
C -3.515 3.497 2.891
H -4.639 0.372 2.001
H -3.677 1.025 -0.197
H -2.828 2.681 -1.496
H -0.603 2.507 -0.008
H -0.504 4.227 -0.337
H -1.753 3.796 -3.377
H -0.026 2.833 -5.255
H 1.299 1.673 -1.537
H -4.187 6.131 -1.681
H -4.717 4.571 -1.267
H -3.513 4.638 -6.572
H -3.187 6.252 -4.324
H -3.593 4.143 3.713
```

These are the Löwdin partial charges, in e, on atoms 1 to 99:
1. Sn 1.248
2. C -0.083
3. O -0.084
4. C -0.240
5. C -0.025
6. C -0.095
7. C -0.059
8. C -0.147
9. C -0.051
10. N -0.110
11. N 0.069
12. C -0.500
13. O -0.272
14. C -0.158
15. C -0.026
16. C -0.057
17. C -0.088
18. C -0.078
19. C -0.016
20. C -0.335
21. O -0.269
22. H 0.097
23. H 0.058
24. H 0.093
25. H 0.124
26. H 0.100
27. H 0.100
28. H 0.109
29. H 0.074
30. H 0.056
31. H 0.091
32. H 0.110
33. H 0.089
34. C -0.283
35. P 0.800
36. C -0.250
37. C -0.389
38. C -0.055
39. C -0.079
40. C -0.102
41. C -0.128
42. C -0.398
43. P 0.864
44. C -0.298
45. C -0.276
46. H 0.048
47. H 0.037
48. H 0.027
49. H 0.058
50. H 0.033
51. H 0.016
52. H 0.093
53. H 0.098
54. H 0.104
55. H 0.086
56. H 0.028
57. H 0.039
58. H 0.039
59. H 0.055
60. H 0.051
61. H 0.004
62. N -0.067
63. C -0.216
64. C -0.236
65. N 0.025
66. H 0.057
67. H 0.104
68. H 0.115
69. H 0.111
70. H 0.096
71. H 0.102
72. H 0.044
73. H 0.029
74. Cl 0.643
75. C -0.607
76. C -0.106
77. C -0.029
78. C -0.201
79. C -0.307
80. C -0.063
81. N -0.041
82. C -0.089
83. C -0.168
84. N 0.058
85. C -0.182
86. O -0.157
87. C -0.152
88. C -0.350
89. C -0.955
90. Cl 0.724
91. S 0.986
92. C -0.358
93. C -0.142
94. C -0.557
95. Cl 0.788
96. C -0.097
97. H 0.091
98. H 0.125
99. H 0.114